# 1
Below is 2 unconnected molecules or ions with the total composition C8H13N2 at a distorted geometry, with properties calculated with wB97M-V/def2-TZVPD.

```
23
Properties=species:S:1:pos:R:3
C 2.271 -0.984 2.113
C 2.114 -0.151 0.962
C 1.159 -1.741 2.426
C 0.870 -0.588 0.616
C -1.907 1.142 -1.392
C -0.897 0.559 -2.426
C -0.454 1.168 -1.098
C -0.976 -2.205 1.151
N 0.247 -1.541 1.365
N 0.225 2.521 -1.213
H 3.157 -0.905 2.672
H 2.731 0.556 0.554
H 0.943 -2.569 3.122
H -2.264 2.198 -1.458
H -2.723 0.522 -0.933
H -0.731 -0.507 -2.529
H -0.858 1.068 -3.313
H -1.169 -2.824 1.951
H -1.721 -1.396 0.997
H -1.090 -2.692 0.146
H -0.506 3.169 -1.362
H 0.839 2.385 -2.005
H 0.740 2.815 -0.345
```

Output
- Frontier orbital gap (spin up / spin down): 6.812 / 7.639 eV
- Energy above the lowest of the compared OMol25 structures with the same formula, charge and spin: 791.7 kJ/mol
- E_HOMO (spin up / spin down): -11.85 / -11.64 eV
- LUMO energy (spin up / spin down): -5.035 / -3.997 eV
- Total charge: +1

***

# 2
Below is a gas-phase ion, C8H13N2 (charge +1) at a distorted geometry, with properties calculated with wB97M-V/def2-TZVPD.

```
23
Properties=species:S:1:pos:R:3
C -1.897 -1.126 0.165
C 0.325 -2.139 0.138
C -0.946 -0.186 0.066
C 0.354 -0.819 -0.138
C -1.174 -2.476 0.423
C 0.603 1.480 -0.197
C -1.874 2.113 0.056
C 2.724 0.130 -0.189
N -0.816 1.131 -0.278
N 1.351 0.253 -0.593
H -2.915 -0.840 0.554
H 1.197 -2.767 0.216
H -1.380 -2.777 1.413
H -1.468 -3.422 -0.177
H 0.705 2.234 -0.952
H 0.977 1.852 0.757
H -2.432 1.448 0.681
H -1.486 2.955 0.604
H -2.363 2.320 -0.824
H 2.682 0.208 0.895
H 3.302 -0.735 -0.502
H 3.098 1.088 -0.560
H 1.432 0.074 -1.557
```

Output
- Frontier orbital gap: 8.727 eV
- Energy above the lowest of the compared OMol25 structures with the same formula, charge and spin: 374.1 kJ/mol
- SMILES: CN1C[N@@H+](C)C2=CCC=C21
- E_HOMO: -11.88 eV
- LUMO energy: -3.149 eV
- Total charge: +1

***

# 3
Below is 2 unconnected molecules or ions with the total composition C8H13N2O at a distorted geometry, with properties calculated with wB97M-V/def2-TZVPD.

```
24
Properties=species:S:1:pos:R:3
C -0.753 0.729 3.532
C -1.228 -1.394 2.836
C -0.372 1.055 2.229
C -0.621 -1.113 1.602
C -1.231 -0.110 -2.178
C 0.704 1.424 -2.353
C 2.120 -0.843 -0.829
C 0.179 0.100 -1.863
N -1.239 -0.521 3.768
N -0.233 0.144 1.272
O 0.717 -0.837 -1.251
H -0.848 1.435 4.327
H -1.432 -2.394 3.127
H 0.031 2.128 1.880
H -0.555 -1.810 0.785
H -1.509 -1.089 -1.707
H -1.436 -0.306 -3.364
H -1.944 0.751 -2.022
H 1.245 2.052 -1.679
H 1.411 1.160 -3.070
H -0.180 2.049 -2.853
H 2.126 -0.330 0.071
H 2.672 -0.430 -1.716
H 2.376 -1.850 -0.546
```

Output
- Frontier orbital gap: 8.103 eV
- Energy above the lowest of the compared OMol25 structures with the same formula, charge and spin: 291.5 kJ/mol
- E_HOMO: -12.63 eV
- LUMO energy: -4.530 eV
- Total charge: +1

***

# 4
Below is C8H13N2O2P in the gas phase at a distorted geometry, with properties calculated with wB97M-V/def2-TZVPD.

```
26
Properties=species:S:1:pos:R:3
C -4.228 -0.025 0.104
C -3.729 -1.332 -0.037
C -2.134 0.000 0.294
C -0.843 0.484 0.165
C 1.205 3.437 0.334
C 2.904 -1.701 0.546
C 0.751 2.117 -0.309
C 1.879 -2.222 -0.482
N -3.189 0.803 0.251
N -2.407 -1.319 0.098
O 0.142 -0.330 -0.256
O -0.549 1.758 0.170
P 0.102 -2.049 0.058
H -5.237 0.336 0.152
H -4.171 -2.279 0.064
H 2.045 3.783 -0.193
H 0.478 4.084 0.023
H 1.505 3.369 1.381
H 3.020 -0.607 0.746
H 2.578 -2.310 1.502
H 3.927 -1.979 0.200
H 1.504 1.321 -0.360
H 0.616 2.486 -1.357
H 2.037 -3.392 -0.377
H 2.124 -1.926 -1.496
H -0.330 -2.504 -1.221
```

Output
- Frontier orbital gap: 8.704 eV
- Energy above the lowest of the compared OMol25 structures with the same formula, charge and spin: 321.0 kJ/mol
- SMILES: CCOC(OPCC)=C1N=CC=N1
- E_HOMO: -8.52 eV
- LUMO energy: 0.180 eV
- Total charge: 0

***

# 5
Below is 2 unconnected molecules or ions with the total composition C8H13N2OS at a distorted geometry, with properties calculated with wB97M-V/def2-TZVPD.

```
25
Properties=species:S:1:pos:R:3
C -0.124 3.178 0.527
C -0.560 2.485 -0.630
C 0.192 0.987 0.766
C -0.186 -2.222 0.202
C -1.224 3.071 -1.864
C 0.943 -4.087 -0.949
C 0.924 2.283 2.712
C 0.214 -3.676 0.367
N 0.406 2.192 1.310
N -0.233 1.129 -0.455
O -0.776 -1.721 -0.706
S 0.606 -1.506 1.489
H -0.077 4.272 0.622
H -2.183 3.344 -1.407
H -0.685 3.945 -2.103
H -1.244 2.422 -2.667
H 0.254 -3.826 -1.762
H 1.863 -3.541 -1.185
H 1.384 -5.091 -1.029
H 0.772 1.232 3.119
H 2.017 2.481 2.622
H 0.400 2.984 3.387
H -0.753 -4.138 0.406
H 0.794 -3.797 1.210
H -0.662 0.479 -1.108
```

Output
- Frontier orbital gap: 6.844 eV
- Energy above the lowest of the compared OMol25 structures with the same formula, charge and spin: 290.7 kJ/mol
- E_HOMO: -12.99 eV
- LUMO energy: -6.148 eV
- Total charge: +1

***

# 6
Below is a gas-phase ion, C8H13N3 (charge +2) at a distorted geometry, with properties calculated with wB97M-V/def2-TZVPD.

```
24
Properties=species:S:1:pos:R:3
C 1.606 0.112 -0.016
C -1.153 -0.812 1.100
C 2.874 -0.089 -0.024
C -1.754 -1.359 0.070
C -1.423 2.204 0.909
C -1.263 1.287 -0.307
C 4.227 -0.261 -0.086
C -2.600 -2.215 -0.679
N -2.547 1.688 0.141
N 0.409 -0.274 -0.728
N -0.773 -0.057 -0.098
H 1.297 0.869 0.689
H -0.764 -0.988 2.123
H -1.212 1.890 2.028
H -1.251 3.207 0.811
H -0.948 1.567 -1.264
H 4.728 0.687 -0.391
H 4.515 -0.909 -1.013
H 4.816 -0.644 0.760
H -3.547 -2.312 -0.205
H -2.238 -3.317 -0.648
H -2.807 -1.698 -1.720
H -3.059 0.961 0.623
H 0.448 -0.846 -1.535
```

Output
- Frontier orbital gap: 6.586 eV
- Energy above the lowest of the compared OMol25 structures with the same formula, charge and spin: 667.3 kJ/mol
- E_HOMO: -16.90 eV
- LUMO energy: -10.314 eV
- Total charge: +2

***

# 7
Below is C8H13N5 in the gas phase at a distorted geometry, with properties calculated with wB97M-V/def2-TZVPD.

```
26
Properties=species:S:1:pos:R:3
C 1.382 -1.755 2.774
C -1.034 -1.431 2.539
C -2.129 -1.261 1.467
C -1.726 -0.482 0.203
C -0.426 -0.243 -0.094
C 0.578 -0.642 0.949
C -0.157 0.566 -1.214
C 1.982 1.910 -0.616
H 2.366 -1.880 2.212
H 1.553 -0.872 3.477
H 1.304 -2.586 3.560
H -1.185 -2.261 3.228
H -0.901 -0.487 3.163
H -2.976 -0.658 1.979
H -2.538 -2.293 1.201
H -2.561 -0.131 -0.361
H 1.482 -1.059 0.440
H 0.940 0.319 1.482
H 1.685 2.364 0.321
H 2.466 2.705 -1.216
H 2.705 1.070 -0.374
N 0.261 -1.653 1.911
N -0.858 0.497 -2.391
N -0.263 1.391 -3.272
N 0.730 2.002 -2.696
N 0.822 1.449 -1.432
```

Output
- Frontier orbital gap: 9.521 eV
- Energy above the lowest of the compared OMol25 structures with the same formula, charge and spin: 228.7 kJ/mol
- SMILES: CN1CCC=C(c2nnnn2C)C1
- E_HOMO: -9.05 eV
- LUMO energy: 0.470 eV
- Total charge: 0

***

# 8
Below is a gas-phase ion, C8H13N5 (charge +2) at a distorted geometry, with properties calculated with wB97M-V/def2-TZVPD.

```
26
Properties=species:S:1:pos:R:3
C -1.433 1.204 3.058
C -2.127 1.527 1.853
C 0.822 -0.275 0.846
C 0.654 -0.984 -0.466
C -0.502 -0.519 -1.387
C -1.366 0.897 0.755
C 1.981 -1.041 -1.247
C -0.242 0.822 -2.062
N -0.296 0.696 2.714
N -1.911 2.170 0.742
N -0.203 0.454 1.367
N 1.881 -0.434 1.573
N -1.784 -0.477 -0.670
H -1.703 1.379 4.086
H 0.426 -2.021 -0.161
H -0.597 -1.281 -2.175
H 2.699 -1.704 -0.776
H 2.425 -0.054 -1.346
H 1.804 -1.435 -2.244
H 0.617 0.755 -2.722
H -0.065 1.619 -1.346
H -1.091 1.100 -2.684
H 2.676 -0.974 1.240
H 1.950 -0.025 2.505
H -2.530 -0.055 -1.226
H -2.085 -1.344 -0.227
```

Output
- Frontier orbital gap: 8.965 eV
- Energy above the lowest of the compared OMol25 structures with the same formula, charge and spin: 533.1 kJ/mol
- SMILES: C[C@H](N)[C@@H](C)C(=[NH2+])[n+]1ncc2nc1-2
- E_HOMO: -18.27 eV
- LUMO energy: -9.304 eV
- Total charge: +2

***

# 9
Below is a molecular structure, C8H13NO at a distorted geometry, with properties calculated with wB97M-V/def2-TZVPD.

```
23
Properties=species:S:1:pos:R:3
C -0.413 -0.557 2.402
C 0.050 0.725 1.720
C 1.268 0.656 1.038
C 1.405 -0.214 -0.111
C 0.165 -0.126 -0.981
C 0.099 -0.748 -2.344
C -1.002 0.397 -0.536
C -1.259 1.238 0.749
H -0.298 -0.627 3.467
H -1.441 -1.027 2.027
H 0.262 -1.086 2.438
H 0.048 1.343 2.451
H 1.862 0.348 1.735
H 1.636 1.797 0.714
H 2.181 0.041 -0.577
H 1.259 -1.335 0.482
H 1.233 -1.082 -2.534
H -0.962 -1.303 -5.028
H -1.940 0.555 -1.547
H -0.907 2.301 0.986
H -2.041 0.802 0.994
N -0.786 -0.731 -3.176
O -0.419 -1.366 -4.368
```

Output
- Frontier orbital gap: 9.387 eV
- Energy above the lowest of the compared OMol25 structures with the same formula, charge and spin: 1066.5 kJ/mol
- E_HOMO: -8.72 eV
- LUMO energy: 0.669 eV
- Total charge: 0

***

# 10
Below is C8H13NO in the gas phase at a distorted geometry, with properties calculated with wB97M-V/def2-TZVPD.

```
23
Properties=species:S:1:pos:R:3
C -0.274 -1.334 -0.201
C -1.377 -0.866 0.746
C 0.730 -2.242 0.498
N 1.070 0.808 -0.423
C 0.818 1.065 0.939
C 0.529 -0.232 -1.128
C -0.047 2.256 1.136
C 0.642 -0.371 -2.443
C -0.871 2.736 0.219
O 1.365 0.490 1.856
H 1.245 1.640 -0.981
H -0.766 -1.913 -0.984
H 0.000 2.693 2.136
H -1.984 -1.725 1.030
H 1.485 -2.597 -0.204
H -2.022 -0.133 0.260
H -0.970 -0.454 1.667
H 0.220 -3.103 0.926
H 1.233 -1.712 1.307
H 0.061 -1.093 -2.992
H 1.372 0.181 -3.014
H -0.978 2.302 -0.761
H -1.482 3.603 0.411
```

Output
- Frontier orbital gap: 8.477 eV
- Energy above the lowest of the compared OMol25 structures with the same formula, charge and spin: 159.8 kJ/mol
- SMILES: C=CC(=O)NC(=C)C(C)C
- E_HOMO: -8.38 eV
- LUMO energy: 0.094 eV
- Total charge: 0